A cluster of 2 separate species, C5H14N2O in total at a distorted geometry. Source: the OMol25 dataset; level of theory: ωB97M-V/def2-TZVPD.

Geometry as XYZ:
```
22
Properties=species:S:1:pos:R:3:forces:R:3
C 0.1422 -0.9770 1.5787 1.825 0.527 0.052
C -0.4047 0.3826 1.1420 -1.085 0.270 -0.881
N -1.7789 0.7340 -2.3918 -0.381 0.198 -0.301
H 1.7507 -2.1147 0.9251 -0.049 -0.059 0.028
C -1.0743 0.9923 -1.2283 0.204 -0.523 -0.072
H 0.8494 -0.0713 3.4402 -0.108 -0.012 -0.302
H -0.6492 -0.9919 3.5459 0.214 -0.172 0.309
H 2.4937 0.1644 -2.5316 0.099 0.027 -0.251
H 0.3473 1.1655 1.0079 0.517 -0.526 -0.028
H -1.7623 1.3244 -3.1971 0.233 0.265 0.127
H 0.9871 -1.7786 3.4786 -0.136 -0.466 -0.121
C 0.3537 -0.9890 3.0909 -0.459 0.479 0.168
N 1.3843 -1.1731 0.7999 0.081 -0.032 0.051
H 2.1117 -0.5585 1.1611 0.037 0.081 -0.039
H -0.4826 -1.8019 1.2425 -0.512 0.188 0.258
H -2.0835 -0.3655 -0.1355 0.347 -0.764 0.113
H -0.3863 1.8245 -1.2494 0.173 0.008 -0.309
O 1.7695 0.7998 -2.6147 0.182 -0.142 0.390
H -2.4929 0.0281 -2.4041 0.120 -0.018 0.192
C -1.1609 0.2109 -0.1527 -0.845 1.247 0.393
H 1.4241 0.7542 -1.7085 -0.185 -0.017 -0.109
H -1.0502 0.8759 1.8769 -0.273 -0.558 0.332
```
Forces are in eV/Å.

Summary:
**Highest occupied orbital energy (alpha / beta)**: 1.393 / -4.641 eV
**Electronic energy**: -10437.5596 eV
**Expectation value of S²**: 0.75
**Max |F|**: 1.9 eV/Å
**Spin multiplicity**: 2
**Net charge**: -1
**ΔE to the lowest compared entry with this formula, charge and spin**: 0.883 eV

Electronic structure analysis, natural (NBO) charges in units of e: -0.172, -0.511, -0.834, 0.319, -0.032, 0.193, 0.180, 0.424, 0.204, 0.379, 0.198, -0.853, -1.002, 0.294, 0.176, 0.167, 0.186, -1.052, 0.370, -0.294, 0.468, 0.192